Below is a molecular structure, C38H52BN10S3Si3Zr in a non-equilibrium geometry, with properties calculated with wB97M-V/def2-TZVPD.

Geometry (Å):
Zr 0.31 0.06 0.04
C 1.55 3.65 -1.36
C 0.36 2.94 -1.90
C -0.63 3.56 -2.67
C -1.44 2.54 -3.12
C -2.66 2.65 -3.96
N -0.95 1.38 -2.64
N 0.13 1.62 -1.85
B -1.17 0.04 -3.37
N 0.18 -0.43 -3.92
N 1.35 -0.03 -3.38
C 2.31 -0.40 -4.22
C 3.75 -0.10 -3.97
C 1.76 -1.08 -5.31
C 0.40 -1.09 -5.08
C -0.68 -1.71 -5.89
N -1.73 -1.05 -2.44
N -1.02 -1.53 -1.39
C -1.69 -2.60 -0.95
C -1.24 -3.43 0.19
C -2.84 -2.80 -1.71
C -2.83 -1.78 -2.65
C -3.85 -1.49 -3.69
H 1.50 4.69 -1.68
H 2.46 3.20 -1.76
H 1.61 3.62 -0.28
H -0.74 4.61 -2.85
H -2.99 3.69 -3.98
H -3.45 2.03 -3.56
H -2.46 2.34 -4.99
H -1.92 0.20 -4.27
H 3.85 0.75 -3.30
H 4.25 0.11 -4.92
H 4.24 -0.95 -3.49
H 2.28 -1.51 -6.15
H -0.24 -2.26 -6.72
H -1.35 -0.95 -6.28
H -1.26 -2.40 -5.27
H -0.96 -2.77 1.02
H -0.37 -4.03 -0.08
H -2.04 -4.09 0.50
H -3.58 -3.56 -1.57
H -4.70 -2.15 -3.56
H -3.45 -1.63 -4.69
H -4.19 -0.46 -3.61
S -2.31 0.64 0.08
C -2.52 2.31 0.49
C -3.77 2.90 0.37
C -3.98 4.22 0.74
C -5.27 4.76 0.62
N -6.35 5.16 0.52
C -2.90 4.99 1.23
C -1.64 4.41 1.33
C -1.43 3.08 0.97
S 0.14 2.39 1.20
C -3.11 6.32 1.62
N -3.29 7.41 1.93
H -4.60 2.31 -0.01
H -0.81 4.98 1.71
C 2.34 0.39 4.96
Si 2.24 0.46 3.03
C 3.90 -0.38 2.49
C 2.68 2.31 2.80
C 0.66 -0.49 2.40
Si -0.88 -0.05 3.47
C -2.50 -0.88 2.81
C -1.29 1.77 3.95
C -0.82 -0.82 5.24
Si 1.09 -2.33 2.65
C 2.39 -2.97 3.92
C -0.24 -3.68 3.11
C 1.80 -2.78 0.92
C 2.69 -3.83 0.72
C 3.19 -4.10 -0.53
C 2.77 -3.31 -1.59
C 1.89 -2.27 -1.32
N 1.44 -1.99 -0.10
H 3.34 0.62 5.30
H 2.08 -0.58 5.34
H 1.67 1.12 5.41
H 4.47 0.27 1.84
H 3.75 -1.31 1.94
H 4.52 -0.60 3.35
H 3.63 2.51 3.30
H 1.94 2.98 3.22
H 2.81 2.57 1.75
H -2.40 -1.32 1.82
H -3.29 -0.13 2.74
H -2.85 -1.65 3.49
H -1.99 2.24 3.27
H -0.39 2.38 3.95
H -1.72 1.80 4.94
H -0.46 -1.84 5.23
H -1.81 -0.83 5.68
H -0.18 -0.25 5.90
H 2.04 -2.80 4.93
H 3.36 -2.49 3.82
H 2.55 -4.04 3.82
H -1.26 -3.32 3.09
H -0.04 -4.03 4.12
H -0.17 -4.54 2.45
H 2.97 -4.43 1.57
H 3.91 -4.89 -0.69
H 3.12 -3.47 -2.60
H 1.57 -1.61 -2.12
S 2.85 0.86 -0.36
C 3.90 -0.36 -0.66
N 4.68 -1.19 -0.88

The electronic energy is -113257.1755 eV. The value obtained for the gap between HOMO and LUMO is 6.7 eV. Its spin multiplicity is 1. The calculation puts the HOMO energy at -0.1850 hartree. As for the net charge: -1. The calculation puts the LUMO energy at 1.70 eV. Its molar mass is 931.399 g mol⁻¹. Its energy above the lowest of the compared OMol25 structures with the same formula, charge and spin is 0.475 eV.

These are the Löwdin partial charges, in e, on atoms 1 to 2: atom 1 (Zr): 1.288, atom 2 (C): -0.091

---

Below is a molecular structure, C38H52Cl2N6P2Si2V, with properties calculated with wB97M-V/def2-TZVPD.

Geometry (Å):
V -0.01 -0.84 0.41
C 3.27 -2.02 2.38
Si 3.52 -0.75 1.01
C 4.68 0.55 1.71
C 4.40 -1.61 -0.43
N 1.98 -0.14 0.54
P 1.53 1.14 -0.37
C -0.05 0.93 -0.88
P -1.54 1.18 -0.18
N -2.05 -0.16 0.59
Si -3.63 -0.75 0.88
C -4.82 0.56 1.53
C -4.46 -1.51 -0.65
C -3.52 -2.07 2.23
C -2.79 1.65 -1.42
C -2.71 1.04 -2.67
C -3.68 1.28 -3.63
C -4.73 2.14 -3.35
C -4.81 2.76 -2.11
C -3.84 2.52 -1.15
C -1.57 2.55 1.03
C -1.78 2.29 2.38
C -1.77 3.32 3.30
C -1.55 4.63 2.89
C -1.33 4.89 1.54
C -1.34 3.86 0.62
C 2.67 1.24 -1.78
C 2.29 0.68 -2.99
C 3.20 0.59 -4.04
C 4.49 1.08 -3.88
C 4.87 1.66 -2.68
C 3.96 1.74 -1.64
C 1.84 2.67 0.56
C 2.06 3.87 -0.12
C 2.25 5.05 0.58
C 2.20 5.05 1.97
C 1.96 3.87 2.65
C 1.79 2.68 1.95
H 4.19 -2.58 2.54
H 2.48 -2.75 2.16
H 3.01 -1.54 3.32
H 5.37 0.07 2.42
H 4.15 1.34 2.25
H 5.29 1.01 0.94
H 5.48 -1.49 -0.35
H 4.09 -1.19 -1.39
H 4.20 -2.68 -0.45
H -5.39 1.03 0.73
H -4.32 1.34 2.09
H -5.54 0.09 2.21
H -5.24 -0.86 -1.03
H -4.91 -2.48 -0.44
H -3.75 -1.64 -1.46
H -3.28 -1.60 3.18
H -2.77 -2.83 2.04
H -4.49 -2.57 2.34
H -1.87 0.39 -2.88
H -3.61 0.80 -4.59
H -5.49 2.33 -4.10
H -5.62 3.44 -1.89
H -3.91 3.00 -0.18
H -1.95 1.27 2.70
H -1.94 3.11 4.35
H -1.55 5.43 3.61
H -1.14 5.91 1.21
H -1.16 4.07 -0.43
H 1.27 0.32 -3.10
H 2.89 0.15 -4.98
H 5.19 1.01 -4.70
H 5.87 2.05 -2.56
H 4.26 2.20 -0.70
H 2.09 3.88 -1.20
H 2.43 5.98 0.05
H 2.34 5.97 2.52
H 1.90 3.86 3.73
H 1.61 1.75 2.48
Cl -0.12 -3.17 5.76
C 0.07 -1.56 5.07
Cl -0.12 -1.57 3.30
H 1.06 -1.20 5.30
H -0.70 -0.92 5.47
C -0.77 -2.54 -2.08
N -0.70 -3.81 -2.79
C -1.38 -4.84 -1.99
N -0.76 -4.99 -0.66
C -0.84 -3.71 0.01
N -0.15 -2.63 -0.74
C 1.27 -3.06 -0.94
N 1.36 -4.34 -1.63
C 0.71 -4.20 -2.93
C 0.64 -5.34 -0.85
H -1.81 -2.24 -1.97
H -0.24 -1.77 -2.65
H -1.33 -5.79 -2.52
H -2.43 -4.56 -1.87
H -0.39 -3.79 1.01
H -1.89 -3.42 0.12
H 1.75 -3.13 0.03
H 1.78 -2.29 -1.52
H 0.76 -5.16 -3.46
H 1.23 -3.45 -3.51
H 1.12 -5.44 0.14
H 0.71 -6.30 -1.36

The electronic energy is -134260.0426 eV. The value obtained for the gap between HOMO and LUMO (spin up / spin down) is 6.7 / 7.9 eV. Its spin multiplicity is 4. The calculation puts the HOMO energy (spin up / spin down) at -0.2365 / -0.2779 hartree. As for the expectation value of S²: 3.761. As for the net charge: 0. The calculation puts the LUMO energy (spin up / spin down) at 0.30 / 0.31 eV. Its molar mass is 832.846 g mol⁻¹. Its energy above the lowest of the compared OMol25 structures with the same formula, charge and spin is 0.167 eV.

These are the Löwdin partial charges, in e, on atoms 1 to 2: atom 1 (V): 0.521, atom 2 (C): -0.194